[1]
The following is a DFT calculation (ωB97M-V with the def2-TZVPD basis set) of a molecular structure, C29H49BrN2OP2Pt in a non-equilibrium geometry.

Each line ends with the Löwdin spin population.
Positions of all 85 atoms, in Å:
Pt -0.174 0.607 -1.943  0.38
Br 0.919 3.480 -3.658  0.10
P -0.603 -1.598 -0.809  0.12
P 2.093 0.440 -1.951  0.15
O 0.749 0.054 1.680  0.00
N -5.399 -1.491 3.725  0.06
N 1.695 0.096 3.764  0.00
C 0.326 -2.484 0.538  0.01
C 3.316 -0.666 -1.186  0.02
C -3.629 1.258 -0.161  0.03
C 3.375 2.922 -1.388  0.01
C 0.569 2.081 2.915  0.00
C 2.402 1.904 -0.836  0.03
C -3.700 0.173 3.374  0.06
C 2.091 0.860 4.922  0.00
C -1.976 3.126 -0.631  0.04
C -1.286 -2.119 -3.409  0.00
C -5.973 -1.201 2.561  -0.01
C -2.821 2.030 -1.053  0.19
C -1.538 1.948 -3.111  0.08
C 4.767 -0.203 -1.371  0.01
C -2.789 1.855 -2.451  0.11
C -4.249 0.467 2.104  0.02
C 2.120 -1.278 3.677  0.00
C -2.320 -2.023 -0.189  0.03
C 3.594 0.414 -4.508  0.01
C -3.528 1.335 1.203  0.20
C 1.687 -3.056 0.283  0.00
C -0.411 -2.683 -2.290  0.02
C -0.767 3.368 -1.244  0.06
C -0.410 2.600 -2.389  0.14
C -2.475 -2.678 1.183  0.00
C 1.028 0.667 2.738  0.00
C -5.463 -0.184 1.714  0.06
C 2.251 0.359 -3.808  0.03
C -4.294 -0.851 4.128  -0.01
H 1.703 -0.561 -4.086  0.00
H -1.400 1.841 -4.190  0.00
H 4.073 -0.569 -4.535  0.00
H -0.058 4.122 -0.862  0.00
H 1.450 2.735 2.991  0.00
H 5.448 -1.031 -1.133  0.00
H 0.390 -1.749 1.329  0.00
H -2.143 -2.006 2.001  0.00
H -3.860 -1.166 5.065  0.00
H 2.658 1.749 4.627  0.00
H 4.407 2.538 -1.452  0.00
H 2.739 1.479 0.114  0.00
H -3.529 -2.935 1.371  0.00
H 1.433 2.381 -0.637  0.01
H -1.922 -3.631 1.271  0.00
H 1.903 -3.144 -0.797  0.00
H 4.972 0.102 -2.404  0.00
H 3.051 3.285 -2.380  0.00
H -0.017 2.359 2.032  0.00
H 3.167 -1.670 -1.617  0.00
H -2.287 -2.567 -3.394  0.00
H -1.425 -1.016 -3.330  0.00
H -3.653 1.483 -3.028  0.00
H -6.006 0.117 0.827  0.00
H 2.830 -1.471 2.849  0.00
H -6.857 -1.784 2.216  0.00
H 3.383 3.800 -0.717  0.00
H 2.630 -1.543 4.613  0.00
H 1.210 1.177 5.489  0.00
H 2.485 -2.462 0.770  0.00
H -2.306 3.784 0.182  0.00
H 2.711 0.232 5.560  0.00
H 3.072 -0.719 -0.113  0.00
H 0.651 -2.686 -2.576  0.00
H 1.270 -1.979 3.562  0.00
H 1.642 1.218 -4.188  0.00
H 3.409 0.724 -5.548  0.00
H -0.713 -3.703 -1.999  0.00
H -0.042 2.192 3.825  0.00
H -2.860 -1.073 -0.187  0.00
H -0.282 -3.313 0.891  0.00
H 1.738 -4.067 0.729  0.00
H -2.715 1.909 1.693  0.01
H -2.867 0.717 3.771  0.00
H -4.348 0.568 -0.633  0.00
H -0.826 -2.313 -4.385  0.00
H 5.022 0.626 -0.703  0.00
H -2.762 -2.667 -0.951  0.00
H 4.252 1.160 -4.058  0.00

Relative energy (zero: lowest compared OMol25 entry of this formula, charge and spin), kJ/mol: 0.0
Charge: +2
2S+1: 3
HOMO energy (alpha / beta), eV: -12.7 / -14.3
Frontier orbital gap (alpha / beta), eV: 5.943 / 4.945

***

[2]
The following is a DFT calculation (ωB97M-V with the def2-TZVPD basis set) of 2 unconnected molecules or ions with the total composition C31H57BBrClIN2O10PS in a non-equilibrium geometry.

Each line ends with the Mulliken charge.
Positions of all 106 atoms, in Å:
I 3.287 4.140 1.763  0.09
Br 5.143 -1.709 -0.978  -0.14
Cl -3.298 -1.685 -1.706  -0.13
S -2.275 -3.095 -0.664  0.79
P 5.216 0.658 2.473  -0.06
O 4.505 1.473 3.494  -0.63
O 2.801 0.539 1.412  0.61
O -3.181 -4.159 -0.344  -0.61
O -1.596 -2.427 0.403  -0.33
O 3.731 -4.801 2.268  -0.61
O -6.518 2.290 -6.418  -0.30
O 0.421 -0.156 -0.299  0.05
O -8.060 1.243 -4.031  -0.46
O -0.484 0.522 1.746  -0.90
O -5.022 1.156 -3.791  -0.32
N 2.066 2.039 -0.363  0.17
N 2.683 -1.898 0.533  2.44
C 0.326 -1.983 3.574  -0.79
C -4.584 1.836 -2.634  -0.67
C 1.459 2.570 -1.334  0.89
C -0.283 2.936 3.539  -1.12
C 1.501 -1.497 2.965  -0.27
C 0.589 -0.477 5.442  -0.44
C -0.122 -1.485 4.791  -1.11
C 0.414 3.298 2.214  0.08
C 0.874 3.964 -1.333  -1.37
C 4.081 0.166 1.004  1.06
C -7.510 3.002 -5.710  -0.47
C 3.754 -3.910 3.386  -0.51
C -7.198 0.171 -4.358  -0.35
C -1.115 -3.686 -1.870  -1.16
C 4.627 -2.681 3.109  -0.43
C 1.733 -2.192 1.622  -2.79
C -5.905 0.073 -3.576  -0.35
C 2.210 -0.517 3.658  2.24
C 2.493 -2.847 -0.599  -1.40
C 1.133 -3.561 -0.753  -1.01
C 2.591 1.064 5.576  -1.92
C 4.946 -2.334 1.649  -1.98
C 0.235 -2.949 -1.829  -0.18
C 1.775 0.006 4.885  -0.10
C -7.662 2.579 -4.262  -0.19
C 4.682 1.016 -0.113  -2.29
C 1.439 1.908 -2.694  -1.52
C -6.937 1.642 -7.599  -0.79
C 4.045 -1.442 0.754  -0.39
C 1.858 1.534 0.940  -0.88
C 1.780 2.620 2.057  0.30
B 0.512 0.620 0.818  1.03
H 5.811 -0.465 3.065  0.13
H 5.071 -3.282 1.132  0.64
H -8.011 1.439 -7.595  0.39
H -6.689 2.241 -8.481  0.26
H 1.995 2.526 -3.400  0.53
H -7.231 4.064 -5.703  0.36
H 1.012 4.408 -2.320  0.51
H 1.943 0.945 -2.638  0.23
H 3.344 0.577 6.201  0.43
H -0.272 3.105 1.390  -0.17
H 4.325 -1.832 3.721  0.16
H -0.044 1.931 3.878  0.09
H 3.147 1.674 4.867  0.31
H -3.627 1.438 -2.281  0.12
H 1.336 -4.589 -1.066  0.50
H 0.250 -0.079 6.389  0.45
H 4.188 -4.455 4.227  0.45
H -4.448 2.887 -2.891  0.26
H 0.409 1.794 -3.029  0.30
H 6.286 1.366 1.902  0.14
H -6.773 2.837 -3.683  0.00
H 1.979 1.671 6.239  0.37
H 1.729 -3.264 1.837  1.11
H 4.146 0.952 -1.049  0.52
H -5.314 1.771 -1.821  0.39
H -0.068 3.669 4.313  0.34
H -1.363 2.946 3.388  0.35
H 2.049 2.145 2.997  -0.38
H -7.005 0.129 -5.432  0.07
H 5.606 -2.929 3.532  0.58
H -5.399 -0.842 -3.908  0.32
H 2.825 -5.063 2.099  0.35
H -0.985 -4.731 -1.585  0.37
H 3.225 -3.654 -0.513  0.55
H -8.479 2.927 -6.215  0.34
H 0.662 -3.069 -2.823  0.53
H -8.478 3.185 -3.857  0.42
H 5.759 0.922 -0.181  0.58
H 1.272 -0.106 -0.756  -0.09
H 0.539 4.378 2.246  0.71
H -0.209 0.187 2.607  0.28
H 2.654 -2.320 -1.534  0.62
H -7.769 -0.729 -4.113  0.40
H -1.030 -1.873 5.232  0.41
H -0.259 -2.755 3.088  0.39
H -0.202 3.954 -1.146  0.24
H 0.028 -1.908 -1.582  -0.09
H 0.765 -2.025 1.156  1.26
H -1.584 -3.641 -2.849  0.60
H 3.133 -0.130 3.264  -1.02
H 2.743 -3.652 3.697  0.13
H -6.408 0.690 -7.674  0.23
H -6.128 -0.043 -2.509  0.39
H 5.944 -1.899 1.617  0.79
H 4.530 2.050 0.213  0.51
H 0.522 -3.643 0.136  0.39
H 1.388 4.600 -0.617  0.20

Charge: 0
2S+1: 1
SMILES: CC[C@H](I)[C@@](N=C(C)C)(O[C@@](C)([PH2]=O)[C@@](Br)(CCCO)N(CCCCS(=O)(=O)Cl)Cc1cccc(C)c1)B(O)O.COCCOCCOC
HOMO energy, eV: -8.4
Frontier orbital gap, eV: 8.691

***

[3]
The following is a DFT calculation (ωB97M-V with the def2-TZVPD basis set) of 2 unconnected molecules or ions with the total composition C4H12ClN2Si in a non-equilibrium geometry.

Each line ends with the natural charge from an NBO analysis.
Positions of all 20 atoms, in Å:
Cl 0.561 1.417 -2.060  -0.44
Si -0.628 2.699 -3.152  0.89
N 1.495 -0.673 0.033  -0.47
N -1.726 -0.449 1.375  -0.52
C 0.216 -0.974 0.146  0.28
C -1.251 -0.422 2.785  -0.45
C 2.510 -1.749 0.157  -0.43
C -1.072 -0.582 0.247  0.01
H -2.753 -0.571 1.408  0.42
H -1.961 0.413 3.117  0.25
H -1.490 -1.540 3.145  0.24
H -0.115 3.025 -4.405  -0.17
H -0.303 3.827 -2.269  -0.14
H 1.776 0.307 0.089  0.43
H 2.750 -2.408 -0.723  0.25
H -2.001 2.182 -3.550  -0.13
H 2.326 -2.354 1.043  0.23
H -1.674 -0.783 -0.659  0.28
H 3.460 -1.124 0.323  0.23
H -0.121 -0.240 2.951  0.23

Relative energy (zero: lowest compared OMol25 entry of this formula, charge and spin), kJ/mol: 158.2
Charge: +1
2S+1: 1
HOMO energy, eV: -13.1
Frontier orbital gap, eV: 9.157

***

[4]
The following is a DFT calculation (ωB97M-V with the def2-TZVPD basis set) of 2 unconnected molecules or ions with the total composition C5H9NO3 in a non-equilibrium geometry.

Each line ends with the natural charge from an NBO analysis.
Positions of all 18 atoms, in Å:
O 1.408 1.923 -0.162  -0.42
O -1.273 2.560 -1.118  -0.42
O -2.137 2.491 0.866  -0.41
N -1.253 2.214 0.048  0.39
C 1.128 -0.896 -1.106  -0.59
C -1.208 -0.629 -0.204  -0.60
C 0.262 -0.266 -0.005  -0.22
C 0.732 -0.718 1.391  -0.59
C 0.520 1.187 -0.017  0.81
H -1.589 -0.208 -1.130  0.23
H -1.815 -0.269 0.622  0.24
H -1.310 -1.710 -0.255  0.22
H 2.170 -0.600 -0.999  0.22
H 0.201 -0.176 2.171  0.23
H 0.522 -1.780 1.507  0.23
H 0.777 -0.585 -2.086  0.23
H 1.064 -1.980 -1.038  0.22
H 1.801 -0.557 1.517  0.22

Relative energy (zero: lowest compared OMol25 entry of this formula, charge and spin), kJ/mol: 481.0
Charge: 0
2S+1: 1
HOMO energy (alpha / beta), eV: -9.1 / -9.1
Frontier orbital gap (alpha / beta), eV: 9.459 / 9.460